# 1
The molecule C7H12O2S2 in a non-equilibrium geometry. Source: the Open Molecules 2025 dataset; level of theory: ωB97M-V/def2-TZVPD.

## Properties
Charge: 0
SMILES: OC1(O)CCC(=[SH]#CS)CC1
Kohn-Sham gap (alpha / beta), eV: 7.477 / 6.395
Energy relative to the best compared isomer or geometry (same formula, charge and spin), kJ/mol: 569.0
E_HOMO (alpha / beta), eV: -7.7 / -7.0

Positions of all 23 atoms, in Å:
O -0.03193 0.09514 3.22879
C -0.01185 -0.25726 1.81286
O -0.38749 -1.58487 1.56856
C 1.36819 0.15558 1.29672
C 1.48926 -0.19832 -0.23159
C 0.41711 0.63452 -0.88522
S 0.79612 0.87811 -2.56741
C 0.28809 -0.75668 -3.14796
S -1.42990 -0.84576 -3.50561
C -1.06375 0.58299 -0.44468
C -1.18553 0.47841 1.08375
H 0.28578 0.92166 3.42258
H 0.43977 -2.06893 1.50735
H 2.07531 -0.37123 1.80377
H 1.26077 1.26795 1.55787
H 1.39917 -1.22123 -0.29336
H 2.52713 0.22461 -0.38305
H -0.39011 1.70382 -2.83178
H -1.33504 -2.16804 -3.93867
H -1.51879 1.42485 -0.77952
H -1.56665 -0.35317 -0.88365
H -1.24383 1.43641 1.41764
H -2.18183 0.02142 1.19259

Here are the natural (NBO) charges for atoms 1 to 5, given in e: atom 1 (O): -0.741, atom 2 (C): 0.520, atom 3 (O): -0.691, atom 4 (C): -0.420, atom 5 (C): -0.466



# 2
A structure of composition C26H46IrO2P2 in a non-equilibrium geometry. Source: the Open Molecules 2025 dataset; level of theory: ωB97M-V/def2-TZVPD.

## Properties
Charge: +1
<S²>: 6.036
Kohn-Sham gap (alpha / beta), eV: 6.514 / 5.941
Energy relative to the best compared isomer or geometry (same formula, charge and spin), kJ/mol: 136.9
Multiplicity: 5
E_HOMO (alpha / beta), eV: -8.9 / -9.2

Positions of all 77 atoms, in Å:
Ir 0.66051 2.41848 -2.95427
C 0.76380 0.73450 -0.33592
C 1.93364 1.38639 -0.78903
C 0.13215 2.87524 -0.97486
C -0.34312 1.58791 -0.48416
C 1.59401 2.75817 -1.12278
C 0.73488 -0.60169 0.31755
H 1.45964 -1.28179 -0.13803
H -0.25048 -1.06272 0.24807
H 0.96480 -0.55263 1.39136
C -1.72808 1.32219 -0.03722
H -1.82236 1.45876 1.05243
H -2.01953 0.29029 -0.27434
H -2.42782 2.00003 -0.53693
C -0.57912 4.17493 -0.98323
H -0.08567 4.87390 -0.29862
H -1.62282 4.05356 -0.68104
H -0.52176 4.58337 -2.00410
C 2.49119 3.91267 -1.34316
H 2.28051 4.68887 -0.60161
H 2.27251 4.32960 -2.33668
H 3.54608 3.62381 -1.32391
C 3.31318 0.86696 -0.72360
H 3.75026 0.99634 0.27794
H 3.94973 1.38963 -1.44520
H 3.32629 -0.20455 -0.95228
C -1.85884 -3.21582 -1.04035
C -0.66384 -3.53415 -0.60574
C 0.64655 -3.96896 -1.26545
C 0.61852 -4.17815 -2.78138
C 0.41387 -2.88347 -3.42383
C -0.85808 -2.30084 -3.70000
C -2.11130 -3.17714 -3.56275
C -2.74600 -2.95549 -2.17285
H 0.95964 -4.89619 -0.76998
H -0.15332 -4.91355 -3.04884
H 1.43516 -3.23838 -1.02506
H -3.63588 -3.61237 -2.08144
H -2.91332 -3.35422 0.34066
H -0.55482 -3.49879 0.49934
H -3.13048 -1.91296 -2.11272
H -2.87112 -2.90814 -4.30271
H -0.98415 -1.35858 -3.12081
H -1.89329 -4.24097 -3.71331
H 1.61445 -4.55287 -3.08402
H 1.28701 -2.22634 -3.47877
P -0.49452 -1.33094 -5.38703
P 0.40929 2.90936 -4.93049
C 0.41674 0.21388 -5.62572
C -0.49908 1.43832 -5.59368
H 0.94058 0.14722 -6.59808
H 1.19310 0.21722 -4.84102
H -0.87579 1.70263 -6.59749
H -1.37523 1.29338 -4.93164
C -0.61170 4.29450 -5.44460
H -0.90173 4.87287 -4.56108
H -1.51378 3.94019 -5.95721
H -0.02347 4.92423 -6.12069
C 1.94169 2.98441 -5.88542
H 1.87098 3.82766 -6.57959
H 2.10860 2.05357 -6.43890
H 2.75662 3.14266 -5.16861
C -2.10962 -1.17176 -6.19303
H -2.84158 -1.90412 -5.83664
H -1.97731 -1.32794 -7.27313
H -2.50665 -0.16602 -6.01342
C 0.40602 -2.55858 -6.40726
H 1.44862 -2.24306 -6.54908
H -0.07085 -2.64173 -7.39280
H 0.41264 -3.54824 -5.93241
C -3.37398 -3.25787 3.58799
C -2.72816 -3.09514 2.23242
O -1.57597 -2.66609 2.12478
O -3.49583 -3.42444 1.18948
H -2.75104 -3.96271 4.14070
H -4.41225 -3.60869 3.56493
H -3.30127 -2.30359 4.11457

Here are the Mulliken charges for atoms 1 to 5, given in e: atom 1 (Ir): 0.053, atom 2 (C): 1.664, atom 3 (C): -0.376, atom 4 (C): 0.200, atom 5 (C): 0.201



# 3
A structure of composition C42H48Br2GeIrN3OSe. Source: the Open Molecules 2025 dataset; level of theory: ωB97M-V/def2-TZVPD.

## Properties
Charge: 0
Kohn-Sham gap, eV: 6.930
Energy relative to the best compared isomer or geometry (same formula, charge and spin), kJ/mol: 0.0
E_HOMO, eV: -7.3

Positions of all 99 atoms, in Å:
Ir 0.59557 -0.79517 -0.85112
Br -3.73226 -3.26702 0.70060
C -2.35713 -2.49795 1.74677
C -2.41126 -2.62790 3.14365
C -1.43168 -2.10859 3.93914
Br -1.58344 -2.27860 5.82148
C -0.31734 -1.45723 3.36214
C 0.77808 -0.93730 4.08297
C 1.81755 -0.36310 3.41493
C 1.77707 -0.28636 2.00924
N 0.76702 -0.74129 1.31857
C -0.27873 -1.33338 1.95160
C -1.32925 -1.82663 1.08924
O -1.29056 -1.63563 -0.17578
H -3.24823 -3.15068 3.58810
H 0.78454 -1.01661 5.16264
H 2.67892 0.02366 3.94456
H 2.59478 0.13385 1.43265
C -4.32227 2.30690 -2.11153
C -4.43823 2.50576 -0.60349
C -4.74103 1.21344 0.15205
C -3.56872 0.24107 0.22171
N -2.49323 0.76679 1.07333
C -1.34298 1.33069 0.67235
Se -0.67311 1.30235 -1.08714
N -0.67743 1.75993 1.75984
C 0.59539 2.48638 1.76530
C 0.39690 3.94850 2.14654
C -0.34930 4.76557 1.09764
C 0.44988 4.99421 -0.18162
C -1.39763 1.42367 2.90112
C -1.10481 1.55251 4.25435
C -2.01942 1.01750 5.14131
C -3.18556 0.37714 4.69785
C -3.47778 0.25852 3.35306
C -2.55752 0.79896 2.46257
H -4.16223 3.25833 -2.62256
H -5.23930 1.86409 -2.51116
H -3.48975 1.65146 -2.37153
H -5.23142 3.22687 -0.39188
H -3.51744 2.95594 -0.21111
H -5.56718 0.69106 -0.34041
H -5.08018 1.43717 1.16772
H -3.13224 0.02976 -0.74998
H -3.87317 -0.71211 0.65084
H 1.02017 2.38005 0.76592
H 1.26027 1.98469 2.46828
H 1.38303 4.38640 2.32860
H -0.14277 3.99378 3.09666
H -0.61727 5.72675 1.54225
H -1.30035 4.27264 0.85974
H 1.44486 5.39042 0.04279
H -0.05489 5.71039 -0.83265
H 0.57146 4.06842 -0.75016
H -0.19457 2.02763 4.59889
H -1.82616 1.08129 6.20481
H -3.86307 -0.04878 5.42714
H -4.36587 -0.25725 3.00922
C 1.98169 -4.51526 1.34454
C 1.21645 -3.91497 0.35781
C 1.76446 -2.86454 -0.36916
C 3.03540 -2.34537 -0.10561
C 3.79909 -2.98310 0.87801
C 3.27600 -4.04828 1.59065
C 3.44468 -1.14505 -0.80568
C 2.51379 -0.30016 -1.30514
C 3.02131 0.80775 -2.16160
C 2.57205 2.12196 -2.02224
C 3.08147 3.14973 -2.80364
C 4.04859 2.88550 -3.76357
C 4.50352 1.58404 -3.92577
C 3.99997 0.56123 -3.13361
H 1.58555 -5.34905 1.91080
H 0.21405 -4.26596 0.13408
H 1.24802 -2.54617 -1.31403
H 4.79365 -2.61096 1.10364
H 3.87449 -4.52000 2.36216
H 4.51161 -0.96554 -0.92641
H 1.82089 2.33539 -1.27497
H 2.71657 4.16135 -2.66333
H 4.43921 3.68371 -4.38301
H 5.24803 1.35987 -4.68116
H 4.34422 -0.45369 -3.28804
C -0.32377 -4.05379 -3.21821
Ge 0.63396 -2.48705 -3.91396
C 0.11155 -2.23139 -5.79051
C 2.56112 -2.85789 -3.88724
C 0.14294 -0.90316 -2.88832
H -0.03171 -4.95377 -3.76504
H -1.40134 -3.91240 -3.33087
H -0.11880 -4.21802 -2.15471
H 0.31652 -3.12880 -6.37960
H 0.66872 -1.39883 -6.22689
H -0.95467 -2.00515 -5.86718
H 2.77425 -3.70375 -4.54729
H 2.92708 -3.09897 -2.88780
H 3.11042 -1.98835 -4.25365
H -0.95026 -0.84169 -2.98652
H 0.55046 -0.04241 -3.43498

Here are the Mulliken charges for atoms 1 to 5, given in e: atom 1 (Ir): 1.801, atom 2 (Br): -0.131, atom 3 (C): 0.038, atom 4 (C): -0.780, atom 5 (C): 0.273



# 4
The molecule C7H11P in a non-equilibrium geometry. Source: the Open Molecules 2025 dataset; level of theory: ωB97M-V/def2-TZVPD.

## Properties
Charge: 0
SMILES: CP1(C)=CC=CC=C1
Kohn-Sham gap, eV: 7.673
Energy relative to the best compared isomer or geometry (same formula, charge and spin), kJ/mol: 86.2
E_HOMO, eV: -6.8

Positions of all 19 atoms, in Å:
C 1.96477 0.21879 1.49001
P 0.49866 -0.06935 -0.07044
C 1.68567 -0.03627 -1.49069
C -0.54096 -1.39250 0.35639
C -1.94578 -1.28933 0.39555
C -2.61835 -0.06249 0.22380
C -2.00547 1.02358 -0.47155
C -0.62126 1.20642 -0.53399
H 2.07896 1.27526 1.70732
H 1.65961 -0.11896 2.46983
H 2.88371 -0.26474 1.08680
H 1.21771 0.33462 -2.39887
H 2.53711 0.64256 -1.06436
H 2.10685 -0.94268 -1.78708
H -0.08948 -2.31290 0.65421
H -2.49841 -2.17654 0.67648
H -3.67972 0.05780 0.29032
H -2.66389 1.83325 -0.79957
H 0.03027 2.07352 -0.73415

Here are the natural (NBO) charges for atoms 1 to 5, given in e: atom 1 (C): -0.882, atom 2 (P): 1.426, atom 3 (C): -0.958, atom 4 (C): -0.758, atom 5 (C): -0.113



# 5
A structure of composition C5H9N. Source: the Open Molecules 2025 dataset; level of theory: ωB97M-V/def2-TZVPD.

## Properties
Charge: 0
Kohn-Sham gap (alpha / beta), eV: 7.641 / 7.641
Energy relative to the best compared isomer or geometry (same formula, charge and spin), kJ/mol: 551.5
E_HOMO (alpha / beta), eV: -6.7 / -6.7

Positions of all 15 atoms, in Å:
C 0.69722 0.38992 1.43857
C 0.53394 -1.05004 1.19437
C 0.81367 0.46247 -0.04831
N -0.33869 0.27260 -0.79880
C -0.81839 1.22751 -1.58416
C -0.89532 -0.97663 -0.60255
H -0.14385 0.91856 1.89441
H 1.63911 0.67489 1.91255
H 1.44807 -1.62624 1.08721
H -0.29150 -1.61483 1.61078
H 1.65314 0.94547 -0.54561
H -0.60227 2.26180 -1.34942
H -1.42758 0.95424 -2.43557
H -0.29876 -1.80769 -0.96418
H -1.96878 -1.03204 -0.80929

Here are the natural (NBO) charges for atoms 1 to 5, given in e: atom 1 (C): -0.496, atom 2 (C): -0.314, atom 3 (C): -0.073, atom 4 (N): -0.306, atom 5 (C): -0.331



# 6
A cluster of 2 separate species, C19H45BN6O14PS2 in total in a non-equilibrium geometry. Source: the Open Molecules 2025 dataset; level of theory: ωB97M-V/def2-TZVPD.

## Properties
Charge: +1
Kohn-Sham gap, eV: 7.597
E_HOMO, eV: -10.8

Positions of all 88 atoms, in Å:
C 0.63449 5.40239 0.87243
C 1.20348 5.03654 -0.51175
O 1.64452 3.68736 -0.50782
C 0.08269 5.15031 -1.54562
N -0.75404 3.93492 -1.62259
C -0.37197 3.14150 -2.79803
C -0.94492 1.71427 -2.79439
O -1.99418 1.50679 -1.86215
C -1.61593 1.16328 -0.53793
B -2.39527 2.22836 0.47496
N -3.38515 3.19253 0.04834
O -2.00803 2.19063 1.80601
O -0.27439 1.39834 -0.26151
C 0.60210 0.29506 -0.22071
C 0.21510 -0.96772 -0.98276
C 1.07635 -2.10789 -0.44412
C 2.55921 -1.77260 -0.32985
C 3.31138 -3.03185 0.07988
C 4.71408 -2.69981 0.54578
N 5.52925 -2.19368 -0.58485
C 6.12945 -0.90919 -0.30923
N 7.00681 -0.70289 0.56489
N 5.67668 0.09813 -1.14261
N -1.23399 -1.38004 -0.80134
P -1.82716 -2.07058 -2.31653
O -0.78740 -2.92710 -2.80273
O -2.14806 -0.94673 -3.37478
O -3.12510 -2.92823 -2.00358
C -2.04710 -0.25666 -0.11739
C -3.54546 -0.54751 -0.03963
C -4.46943 -0.12558 -1.18399
C -5.93651 -0.36218 -0.70154
S -6.58275 0.97876 0.24003
O -5.73174 1.29187 1.34435
O -7.89398 0.62212 0.63223
O -6.66802 2.20434 -0.76561
H 0.73584 6.46771 1.04623
H 1.14847 4.82798 1.63371
H -0.42044 5.15988 0.86827
H 2.01867 5.70401 -0.77319
H 2.42190 3.61048 0.06110
H -0.53509 6.01904 -1.36261
H 0.55522 5.34304 -2.51153
H -1.67363 4.30457 -1.83845
H -0.60767 3.67623 -3.71780
H 0.70709 3.05527 -2.79539
H -1.37747 1.53978 -3.77312
H -0.13227 1.00141 -2.73320
H -4.30688 2.81562 -0.10885
H -3.08141 3.75349 -0.73321
H -2.50245 1.47808 2.24497
H 1.56561 0.63495 -0.57194
H 0.75278 0.02832 0.82900
H 0.49048 -0.87332 -2.02383
H 0.74092 -2.39786 0.55608
H 0.98356 -2.99434 -1.06521
H 2.98212 -1.35931 -1.24225
H 2.71671 -1.07922 0.49078
H 3.31574 -3.78261 -0.70293
H 2.78828 -3.43301 0.94359
H 4.70657 -2.01796 1.38459
H 5.15708 -3.61576 0.93022
H 6.26729 -2.86158 -0.75711
H 7.24887 -1.56126 1.04854
H 4.66609 0.15169 -1.07702
H 6.08018 0.97259 -0.82193
H -1.23600 -2.15230 -0.12773
H -2.93745 -1.17237 -3.89476
H -3.58882 -3.14243 -2.82993
H -1.71165 -0.31913 0.91393
H -3.98138 -0.17320 0.87874
H -3.64061 -1.63209 0.04679
H -4.39152 -0.73100 -2.07006
H -4.38717 0.91885 -1.45688
H -5.96375 -1.23963 -0.06802
H -6.56453 -0.52032 -1.56931
H -7.12313 2.90075 -0.25020
C 1.80665 -4.17753 5.53733
C 2.12580 -5.30729 4.58187
O 2.65299 -4.64936 3.41763
S 3.44757 -3.32971 3.86569
O 4.82795 -3.62701 3.93145
O 2.94636 -2.23378 3.11372
O 2.87522 -3.23885 5.35644
H 0.86799 -3.68474 5.27556
H 1.76756 -4.50464 6.57217
H 1.25150 -5.89525 4.31901
H 2.89925 -5.96417 4.98317

Here are the Mulliken charges for atoms 1 to 5, given in e: atom 1 (C): -1.282, atom 2 (C): 0.364, atom 3 (O): -0.424, atom 4 (C): -1.379, atom 5 (N): 0.103